(1)
{"formula": "H2NaO", "method": "ωB97M-V/def2-TZVPD", "homo_ev": -16.6, "total_charge": 1, "orbital_gap_ha": 0.4171, "species": ["O", "H", "H", "Na"], "positions_angstrom": [[-0.969, -2.130, 0.718], [-1.892, -1.866, 0.933], [-1.065, -2.853, 0.058], [0.163, 0.346, -0.115]]}

---

(2)
{"formula": "H2NaO", "method": "ωB97M-V/def2-TZVPD", "homo_ev": -16.7, "total_charge": 1, "orbital_gap_ha": 0.4288, "species": ["O", "H", "H", "Na"], "positions_angstrom": [[0.714, 1.841, 1.710], [0.298, 2.025, 2.583], [1.519, 2.406, 1.694], [0.000, 0.000, 0.000]]}

---

Short version: (2), (1), most stable first.

---

(1)
{"formula": "ClH2NO2S", "method": "ωB97M-V/def2-TZVPD", "homo_ev": -10.6, "orbital_gap_ha": 0.3804, "species": ["N", "O", "O", "S", "Cl", "H", "H"], "positions_angstrom": [[-0.389, 0.120, -1.356], [-0.607, 0.840, -0.150], [-0.919, -0.754, 1.891], [-0.295, 0.444, 1.444], [1.748, -0.081, 1.183], [0.617, 0.335, -1.771], [-0.156, -0.904, -1.241]]}

---

(2)
{"formula": "ClH2NO2S", "method": "ωB97M-V/def2-TZVPD", "homo_ev": [-8.8, -8.4], "orbital_gap_ha": [0.3309, 0.2689], "species": ["N", "O", "O", "S", "Cl", "H", "H"], "positions_angstrom": [[0.692, 0.870, -0.374], [-0.836, -0.401, -0.548], [1.726, 0.413, 0.176], [-0.803, -1.766, 0.042], [-1.575, -1.610, 1.937], [0.105, 1.514, 0.163], [0.690, 0.981, -1.395]]}

---

Short version: (1), (2), most stable first.

---

(1)
{"formula": "CH4O3", "method": "ωB97M-V/def2-TZVPD", "homo_ev": -10.7, "smiles": "OC(O)O", "orbital_gap_ha": 0.4153, "species": ["C", "O", "O", "O", "H", "H", "H", "H"], "positions_angstrom": [[0.330, -0.344, -0.102], [1.061, 0.503, -0.909], [0.640, -0.569, 1.191], [-1.050, 0.376, -0.121], [0.226, -1.362, -0.612], [0.848, 1.376, -0.536], [0.741, 0.343, 1.541], [-1.421, 0.002, -1.013]]}

---

(2)
{"formula": "CH4O3", "method": "ωB97M-V/def2-TZVPD", "homo_ev": -10.3, "smiles": "OCOO", "orbital_gap_ha": 0.4078, "species": ["C", "O", "O", "O", "H", "H", "H", "H"], "positions_angstrom": [[-0.159, 0.604, 0.049], [-1.276, -0.723, -0.260], [1.838, -0.521, 0.265], [0.990, 0.293, -0.541], [-0.718, 1.408, -0.510], [-0.013, 0.568, 1.099], [-1.965, -0.560, -0.922], [1.303, -1.070, 0.820]]}

---

Short version: (1), (2), most stable first.